[1]
Molecular formula: C6H11BrO4
Method: DFT, ωB97M-V/def2-TZVPD

The geometry in XYZ format:
```
22
Properties=species:S:1:pos:R:3:forces:R:3
C -2.325 1.210 -1.309 1.99 1.16 1.68
C -1.299 1.506 -0.393 -2.19 -1.30 -4.57
O -1.634 2.355 0.575 2.22 0.33 2.78
C 0.160 1.089 -0.677 -0.96 0.16 0.83
O 1.036 1.856 0.161 -0.31 -1.21 0.41
C 0.437 -0.416 -0.543 1.30 -1.02 0.54
O 1.789 -0.594 -1.049 -0.74 -0.29 -0.20
C 0.388 -1.099 0.835 0.36 -0.68 1.25
O 1.470 -0.684 1.694 -0.61 2.38 -1.65
C 0.461 -2.652 0.682 0.40 1.20 -0.42
Br 0.344 -3.541 2.458 -0.11 0.44 -1.10
H -2.215 0.912 -2.378 0.15 -0.19 1.38
H -3.265 1.650 -0.965 0.02 -0.33 -0.52
H -0.860 2.449 1.236 -1.64 -0.31 -1.47
H 0.401 1.341 -1.707 -0.17 -0.17 -0.21
H 1.071 2.697 -0.267 0.43 1.04 -0.14
H -0.339 -1.033 -1.065 0.86 0.95 -0.56
H 2.424 -0.667 -0.307 -0.76 0.06 -0.26
H -0.570 -0.883 1.326 -0.02 0.11 -0.06
H 1.506 0.297 1.428 0.47 -1.68 1.20
H 1.448 -2.953 0.220 -1.38 0.19 0.49
H -0.428 -2.840 0.043 0.69 -0.85 0.58
```
Positions in Å, forces in eV/Å.

Its gap between HOMO and LUMO is 9.06 eV. As for the LUMO energy: 0.2139 eV. As for the charge: 0. The value obtained for the total energy is -3110.12620 hartree. The structure (SMILES) is C=C(O)[C@@H](O)[C@@H](O)[C@H](O)CBr. Its HOMO energy is -8.84 eV.

***

[2]
Molecular formula: C2H7N2
Method: DFT, ωB97M-V/def2-TZVPD

The geometry in XYZ format:
```
11
Properties=species:S:1:pos:R:3:forces:R:3
C -2.401 -0.177 -0.603 -0.83 -2.38 -0.76
C -0.491 0.337 0.882 -2.71 2.57 3.16
N -1.477 0.164 0.133 2.02 0.31 0.99
N 2.234 -0.189 -0.147 1.92 -2.14 0.83
H -2.765 -1.243 -0.448 0.09 1.47 -0.29
H -2.717 0.412 -1.460 -0.20 0.24 0.33
H 0.537 0.205 0.688 1.52 -1.14 -1.17
H -0.659 0.883 1.921 -0.15 -1.22 -2.13
H 2.037 0.552 -0.784 0.29 0.16 -1.14
H 2.659 -1.075 -0.590 -1.33 2.05 0.30
H 3.042 0.132 0.407 -0.60 0.07 -0.12
```
Positions in Å, forces in eV/Å.

Its gap between HOMO and LUMO is 9.56 eV. As for the LUMO energy: -4.9332 eV. As for the charge: +1. The value obtained for the total energy is -189.57808 hartree. Its HOMO energy is -14.49 eV.

***

[3]
Molecular formula: C6H16O
Method: DFT, ωB97M-V/def2-TZVPD

The geometry in XYZ format:
```
23
Properties=species:S:1:pos:R:3:forces:R:3
C 1.398 1.954 -0.580 -1.13 1.24 1.89
C 1.566 1.067 0.650 0.82 -1.84 -0.05
C 2.997 0.514 0.645 0.36 -1.28 0.57
C 1.137 1.652 1.990 -0.48 2.65 -0.44
H 1.562 1.481 -1.529 0.13 -0.29 -0.31
H 1.995 2.859 -0.450 0.37 -0.12 -0.31
H 0.374 2.332 -0.475 -0.08 -0.05 -0.72
H 0.880 0.219 0.521 0.30 -0.14 -0.28
H 3.789 1.270 0.703 -0.26 0.10 -0.70
H 3.279 -0.134 1.479 -0.64 0.15 0.66
H 3.124 -0.248 -0.142 0.20 0.95 -0.48
H 0.205 1.260 2.394 0.07 -0.29 -0.09
H 1.854 1.740 2.797 0.47 -0.62 -0.05
H 0.923 2.730 1.786 -0.13 -0.48 0.29
C -2.363 -0.746 -1.660 -0.21 0.30 0.02
C -1.822 -1.741 -0.648 -0.25 -0.50 0.16
O -2.841 -2.717 -0.406 -0.22 0.28 -0.65
H -2.081 0.283 -1.441 0.64 -0.05 -0.29
H -3.445 -0.665 -1.681 -0.29 -0.51 0.48
H -2.114 -1.071 -2.661 0.36 0.32 -0.29
H -0.952 -2.279 -1.037 0.07 0.23 -0.17
H -1.486 -1.285 0.287 -0.27 0.21 0.00
H -2.798 -3.033 0.484 0.18 -0.26 0.75
```
Positions in Å, forces in eV/Å.

Its gap between HOMO and LUMO is 11.06 eV. As for the LUMO energy: 0.7883 eV. As for the charge: 0. The value obtained for the total energy is -313.39885 hartree. The structure (SMILES) is CC(C)C.CCO. Its HOMO energy is -10.27 eV.

***

[4]
Molecular formula: C36H54FN10OP2
Method: DFT, ωB97M-V/def2-TZVPD

The geometry in XYZ format:
```
104
Properties=species:S:1:pos:R:3:forces:R:3
C 7.348 -3.406 -0.510 0.08 0.01 0.09
C 6.368 -2.304 -0.179 -0.11 0.18 0.00
F 6.795 -1.665 0.986 -0.03 -0.01 -0.04
C 4.931 -2.732 0.165 -0.05 0.14 0.01
P 3.927 -3.635 -1.026 0.19 -0.35 -0.32
N 3.227 -4.985 -0.365 -0.07 0.47 0.31
N 4.906 -4.264 -2.212 -0.26 0.19 -0.07
P 2.368 -2.337 -2.002 -0.19 0.19 0.23
C 0.877 -2.844 -1.073 -0.17 -0.11 0.06
O 2.724 -0.915 -1.227 0.04 -0.04 -0.41
H 7.152 -4.310 0.070 0.05 0.05 -0.01
H 7.340 -3.661 -1.568 -0.04 -0.01 0.05
H 8.348 -3.044 -0.265 -0.05 -0.02 -0.01
H 6.354 -1.529 -0.949 0.04 -0.12 -0.09
H 4.966 -3.341 1.074 0.00 -0.03 -0.07
H 4.345 -1.835 0.396 0.09 -0.03 0.10
H 2.246 -4.892 -0.143 -0.08 -0.12 -0.09
H 3.714 -5.372 0.437 0.07 -0.20 -0.17
H 4.429 -4.968 -2.768 0.08 -0.08 0.05
H 5.335 -3.582 -2.829 0.16 -0.04 0.07
H 0.253 -3.479 -1.705 0.04 0.00 0.05
H 0.318 -1.929 -0.859 -0.01 -0.01 -0.13
H 1.036 -3.334 -0.114 0.03 0.07 0.04
H 2.811 -0.220 -1.901 0.19 -0.11 0.23
N 8.270 1.843 -3.780 -0.01 0.04 0.00
C 8.386 1.634 -2.435 -0.04 -0.04 -0.07
C 7.334 0.843 -2.049 -0.04 -0.02 0.11
C 6.562 0.568 -3.211 -0.07 -0.02 0.00
C 7.164 1.206 -4.264 0.07 0.00 0.03
H 8.902 2.396 -4.331 0.01 0.00 0.00
H 9.195 2.063 -1.868 0.01 -0.01 0.00
H 7.131 0.515 -1.041 0.09 0.02 0.02
H 5.654 -0.012 -3.272 0.00 0.00 -0.02
H 6.891 1.271 -5.302 0.01 -0.02 -0.01
N -2.439 -0.330 -1.377 0.15 0.02 0.01
C -3.078 -1.384 -1.974 0.05 0.04 0.03
C -3.964 -1.896 -1.065 -0.05 -0.07 0.04
C -3.855 -1.120 0.121 -0.05 0.02 0.08
C -2.907 -0.156 -0.102 0.02 -0.07 -0.07
H -1.747 0.248 -1.816 -0.09 0.08 -0.05
H -2.859 -1.670 -2.989 -0.03 0.01 -0.01
H -4.621 -2.734 -1.229 0.04 -0.03 0.00
H -4.424 -1.257 1.027 -0.03 0.00 -0.02
H -2.540 0.642 0.522 -0.06 0.03 0.01
N 2.765 2.792 -1.258 -0.05 -0.01 -0.01
C 4.092 2.892 -1.600 -0.06 0.00 0.02
C 4.402 4.222 -1.667 0.00 -0.02 -0.01
C 3.224 4.952 -1.353 0.01 0.04 0.00
C 2.232 4.046 -1.105 0.01 -0.05 -0.03
H 2.258 1.939 -1.122 -0.03 0.03 0.13
H 4.700 2.017 -1.761 0.02 0.02 -0.02
H 5.370 4.634 -1.899 0.00 0.02 0.00
H 3.123 6.023 -1.307 0.01 0.00 0.00
H 1.200 4.185 -0.832 0.00 0.00 0.01
N -3.720 2.117 3.105 0.06 0.01 -0.07
C -3.163 3.366 3.189 0.01 -0.02 -0.02
C -3.856 4.191 2.346 -0.01 0.00 0.01
C -4.877 3.412 1.735 0.03 0.00 -0.06
C -4.768 2.138 2.220 0.03 -0.05 0.07
H -3.419 1.325 3.641 -0.06 0.02 0.07
H -2.335 3.564 3.849 0.00 0.00 0.00
H -3.666 5.240 2.195 0.00 0.00 0.00
H -5.613 3.756 1.028 0.02 0.00 -0.01
H -5.350 1.254 2.025 -0.03 0.01 0.07
N -3.808 -1.911 3.838 0.00 0.06 -0.02
C -4.219 -1.841 5.143 0.02 -0.02 -0.03
C -4.410 -3.120 5.588 0.00 -0.02 -0.01
C -4.106 -3.997 4.509 -0.02 0.05 0.05
C -3.739 -3.220 3.445 0.04 -0.05 -0.07
H -3.596 -1.131 3.245 0.00 0.00 -0.01
H -4.349 -0.894 5.641 -0.01 0.00 0.01
H -4.741 -3.399 6.574 0.00 0.00 0.00
H -4.161 -5.073 4.515 0.00 0.00 0.01
H -3.441 -3.482 2.444 -0.01 0.00 -0.01
N -7.568 -2.406 -1.404 0.06 0.06 0.00
C -7.435 -3.748 -1.163 0.00 0.04 0.01
C -8.691 -4.290 -1.114 -0.01 0.01 0.04
C -9.618 -3.232 -1.330 0.03 -0.03 0.00
C -8.893 -2.085 -1.511 -0.04 0.01 -0.01
H -6.810 -1.753 -1.486 0.02 -0.02 -0.04
H -6.465 -4.199 -1.043 -0.02 -0.04 0.00
H -8.923 -5.326 -0.936 0.00 0.00 0.00
H -10.692 -3.305 -1.342 0.00 -0.01 -0.03
H -9.208 -1.071 -1.688 -0.01 -0.01 -0.01
N -8.061 1.146 0.907 0.03 -0.02 0.01
C -8.570 2.347 1.325 -0.01 0.00 -0.02
C -9.799 2.109 1.877 -0.01 -0.01 0.00
C -10.041 0.710 1.789 0.00 0.02 0.01
C -8.952 0.142 1.188 0.05 -0.02 0.02
H -7.173 1.023 0.457 0.00 0.00 -0.03
H -8.018 3.262 1.197 -0.01 0.00 0.01
H -10.454 2.854 2.297 0.00 0.00 0.00
H -10.917 0.183 2.129 0.00 0.00 0.01
H -8.735 -0.884 0.938 -0.03 0.02 0.01
N 7.472 4.024 -0.244 0.08 -0.04 0.04
C 7.320 4.442 1.048 -0.01 0.01 -0.02
C 7.815 5.716 1.139 0.00 0.01 -0.01
C 8.282 6.081 -0.153 -0.02 0.01 0.01
C 8.056 5.016 -0.983 0.00 -0.01 -0.02
H 7.186 3.133 -0.609 -0.04 0.01 -0.01
H 6.871 3.805 1.791 0.00 0.00 0.00
H 7.839 6.320 2.030 0.00 0.00 0.00
H 8.730 7.019 -0.437 0.00 0.00 0.00
H 8.254 4.885 -2.034 0.00 0.00 0.00
```
Positions in Å, forces in eV/Å.

Its gap between HOMO and LUMO is 5.77 eV. As for the LUMO energy: -3.5160 eV. As for the charge: +1. The value obtained for the total energy is -2809.28467 hartree. Its HOMO energy is -9.29 eV.

***

[5]
Molecular formula: C12H10F3FeNO5
Method: DFT, ωB97M-V/def2-TZVPD

The geometry in XYZ format:
```
32
Properties=species:S:1:pos:R:3:forces:R:3
C -3.245 1.728 -0.846 0.66 -0.13 -0.02
O -1.893 2.222 -0.856 0.64 -0.40 -0.13
C -0.831 1.327 -1.039 -0.99 -0.08 1.06
C -0.212 0.764 0.106 -3.25 -0.07 0.21
C 0.767 -0.341 -0.005 0.43 -0.58 0.74
C 1.549 -0.061 -1.240 1.00 -1.59 -1.69
C 0.997 0.571 -2.358 0.44 -1.44 -0.32
C -0.186 1.307 -2.289 -1.73 -0.11 -0.84
Fe 1.265 1.971 -0.711 -0.19 -1.91 0.37
C 2.284 1.917 0.696 3.50 0.04 5.40
O 2.911 1.968 1.678 -1.27 -0.08 -2.13
C 0.632 3.540 -0.266 -3.18 6.94 1.84
O 0.266 4.602 0.053 1.17 -2.90 -0.78
C 2.527 2.720 -1.687 3.52 2.13 -3.74
O 3.272 3.204 -2.408 -0.38 -0.31 0.72
H -3.833 2.623 -0.608 -0.03 -0.47 -0.07
H -3.519 1.331 -1.843 0.06 0.14 0.50
H -3.366 0.948 -0.068 -0.07 0.37 -0.39
H -0.714 0.878 1.065 -0.03 0.24 -0.19
H 1.430 -0.371 0.889 -0.26 0.10 -0.46
H 0.296 -1.347 0.030 -0.02 0.13 -0.47
H 2.518 -0.562 -1.325 -0.38 0.21 -0.20
H 1.519 0.535 -3.310 0.24 0.19 0.26
H -0.561 1.926 -3.109 0.14 -0.45 0.34
H -1.207 -1.972 1.781 0.16 0.06 0.08
N -1.242 -2.994 1.849 -0.35 1.32 -0.45
C -0.164 -3.500 2.451 0.81 -2.99 1.05
C -0.477 -5.104 2.603 0.59 -0.45 0.19
F -1.634 -5.358 3.295 1.29 0.55 -0.82
F -0.602 -5.691 1.368 0.13 0.81 1.36
F 0.537 -5.733 3.259 -1.03 0.68 -0.67
O 0.917 -3.052 2.845 -1.61 0.07 -0.76
```
Positions in Å, forces in eV/Å.

Its gap between HOMO and LUMO (alpha / beta) is 6.64 / 4.45 eV. As for the LUMO energy (alpha / beta): 0.4107 / -3.8962 eV. As for the charge: 0. The value obtained for the total energy is -2457.27228 hartree. Its expectation value of S² is 6.128. Its spin multiplicity is 5. Its HOMO energy (alpha / beta) is -6.23 / -8.34 eV.

***

Energy relative to the best compared isomer or geometry (same formula, charge and spin)
In order: 17.4, 64.2, 28.0, 0.0, 41.8
Unit: kcal/mol